Record 1
C3H4N4O | ωB97M-V with the def2-TZVPD basis set

Last columns: bonded neighbours and bond lengths (Å).
Positions of all 12 atoms, in Å:
1 C -0.3011 0.7739 -0.0082  N8 1.251, N9 1.442, N11 1.410
2 C 1.0405 -1.4708 -0.1013  C3 1.412, H5 1.139, N10 1.372
3 C -0.3694 -1.5046 -0.0263  C2 1.412, H6 1.117, N11 1.280
4 H 0.6556 2.6921 0.1590  O12 1.008
5 H 1.3311 -2.5552 -0.2958  C2 1.139
6 H -0.9854 -2.3755 -0.3585  C3 1.117
7 H -2.0992 -0.3200 0.5419  N11 1.206
8 N -0.9277 1.8531 0.0740  C1 1.251, O12 1.367
9 N 1.1267 0.6633 -0.1777  C1 1.442, N10 1.271
10 N 1.8591 -0.3697 -0.0722  C2 1.372, N9 1.271
11 N -1.0498 -0.4203 -0.0439  C1 1.410, C3 1.280, H7 1.206
12 O -0.2806 3.0336 0.3090  H4 1.008, N8 1.367

Computed properties:
Multiplicity: 1
Total charge: 0
Kohn-Sham gap: 7.4 eV
HOMO level: -8.2182 eV
SMILES: O/N=c1\nncc[nH]1


Record 2
C6H15NO2 | ωB97M-V with the def2-TZVPD basis set

Last columns: bonded neighbours and bond lengths (Å).
Positions of all 24 atoms, in Å:
1 C 1.1246 0.7103 0.7885  C2 1.546, C3 1.496, H9 1.122, H10 1.181
2 C 1.9000 1.6317 1.7575  C1 1.546, H11 1.013, H12 1.069, H13 0.945
3 C 0.5018 -0.4778 1.4506  C1 1.496, N4 1.576, H14 1.140, H15 1.117
4 N -0.8126 -0.8856 0.6828  C3 1.576, C5 1.471, C6 1.478
5 C -1.6401 0.2612 0.2789  N4 1.471, H16 1.140, H17 1.178, H18 1.106
6 C -0.5470 -2.0086 -0.2401  N4 1.478, C7 1.579, H19 1.137, H20 1.126
7 C -0.4102 -1.8825 -1.8077  C6 1.579, O8 1.218, H21 1.090
8 O 0.4658 -2.4176 -2.4637  C7 1.218
9 H 1.8354 0.4927 -0.0515  C1 1.122
10 H 0.1450 1.1581 0.3039  C1 1.181
11 H 2.5588 2.3308 1.4357  C2 1.013
12 H 1.0931 2.2049 2.1619  C2 1.069
13 H 2.4505 1.3144 2.4572  C2 0.945
14 H 1.2209 -1.3623 1.4187  C3 1.140
15 H 0.1936 -0.3423 2.5161  C3 1.117
16 H -2.3042 0.3508 1.2016  C5 1.140
17 H -1.1283 1.3162 0.1618  C5 1.178
18 H -2.2328 0.3399 -0.6520  C5 1.106
19 H -1.4402 -2.6755 -0.0171  C6 1.137
20 H 0.2788 -2.6819 0.1244  C6 1.126
21 H -1.2109 -1.3752 -2.3467  C7 1.090
22 H -0.1614 1.7216 -3.3717  O24 0.909
23 H -0.9441 1.0268 -2.4754  O24 0.868
24 O -0.9367 1.2501 -3.3137  H22 0.909, H23 0.868

Computed properties:
Multiplicity: 1
Total charge: 0
Kohn-Sham gap: 9.2 eV
HOMO level: -8.5587 eV
SMILES: CCCN(C)CC=O.O


Record 3
C5H10NO2 | ωB97M-V with the def2-TZVPD basis set

Last columns: bonded neighbours and bond lengths (Å).
Positions of all 18 atoms, in Å:
1 O 0.4553 2.2969 -1.1481  C2 1.258
2 C -0.4782 1.6824 -0.5712  O1 1.258, N3 1.497, C8 1.366
3 N -0.1957 1.2880 0.8449  C2 1.497, C4 1.414, H9 1.007
4 C -0.3118 -0.0740 1.2058  N3 1.414, C5 1.549, H10 1.107, H11 1.092
5 C 0.8334 -1.0364 0.8033  C4 1.549, C6 1.548, H12 1.096, H13 1.102
6 C 0.8486 -1.6972 -0.5965  C5 1.548, O7 1.392, H14 1.097, H15 1.093
7 O 1.5550 -1.0111 -1.5809  C6 1.392, H18 0.960
8 C -1.7676 1.4664 -0.9663  C2 1.366, H16 1.083, H17 1.081
9 H 0.4113 1.8794 1.3897  N3 1.007
10 H -1.2867 -0.4832 0.8790  C4 1.107
11 H -0.4657 -0.2479 2.2730  C4 1.092
12 H 1.8475 -0.6989 1.0481  C5 1.096
13 H 0.8042 -1.8711 1.5214  C5 1.102
14 H 1.3147 -2.6753 -0.4252  C6 1.097
15 H -0.1930 -1.8647 -0.8824  C6 1.093
16 H -2.1177 1.9856 -1.8494  C8 1.083
17 H -2.5357 1.1566 -0.2722  C8 1.081
18 H 1.2821 -0.0954 -1.6728  O7 0.960

Computed properties:
Multiplicity: 1
Total charge: -1
Kohn-Sham gap: 6.3 eV
HOMO level: -2.3882 eV
SMILES: C=C([O-])NCCCO


Record 4
C24H33NO4 | ωB97M-V with the def2-TZVPD basis set

Last columns: bonded neighbours and bond lengths (Å).
Positions of all 62 atoms, in Å:
1 C 3.2155 -3.5471 0.6704  C2 1.509, H15 1.092, H16 1.098, H17 1.092
2 C 2.8968 -2.0863 0.4683  C1 1.509, O3 1.443, H18 1.095, H19 1.093
3 O 1.4686 -1.9192 0.3432  C2 1.443, C4 1.375
4 C 0.8477 -0.9984 1.1543  O3 1.375, C5 1.486, O14 1.217
5 C -0.6207 -1.1879 1.0232  C4 1.486, C6 1.471, C13 1.501
6 C -1.5294 -0.1471 1.5274  C5 1.471, O7 1.226, C8 1.546
7 O -1.2045 0.9655 1.9275  C6 1.226
8 C -3.0152 -0.5723 1.4823  C6 1.546, C9 1.521, H20 1.102, H21 1.102
9 C -3.3776 -1.2818 0.1865  C8 1.521, C10 1.543, H22 1.102, H23 1.094
10 C -3.4726 -2.8223 0.1872  C9 1.543, C11 1.545, H24 1.099, H25 1.103
11 C -2.2661 -3.4717 -0.5275  C10 1.545, C12 1.532, H26 1.104, H27 1.100
12 C -1.0339 -3.6345 0.3681  C11 1.532, C13 1.527, H28 1.104, H29 1.101
13 C -0.9303 -2.5857 1.4733  C5 1.501, C12 1.527, H30 1.105, H31 1.093
14 O 1.4573 -0.2281 1.8723  C4 1.217
15 H 4.2978 -3.6800 0.6202  C1 1.092
16 H 2.8871 -3.8806 1.6641  C1 1.098
17 H 2.7584 -4.1922 -0.0830  C1 1.092
18 H 3.2489 -1.4820 1.3104  C2 1.095
19 H 3.3214 -1.7162 -0.4680  C2 1.093
20 H -3.2521 -1.1743 2.3744  C8 1.102
21 H -3.6127 0.3504 1.5652  C8 1.102
22 H -4.3334 -0.8678 -0.1732  C9 1.102
23 H -2.6464 -0.9819 -0.5697  C9 1.094
24 H -3.5960 -3.2264 1.2017  C10 1.099
25 H -4.3850 -3.0812 -0.3754  C10 1.103
26 H -2.5671 -4.4685 -0.8953  C11 1.104
27 H -2.0030 -2.8653 -1.4073  C11 1.100
28 H -1.0776 -4.6162 0.8715  C12 1.104
29 H -0.1212 -3.6292 -0.2482  C12 1.101
30 H -0.1263 -2.9062 2.1604  C13 1.105
31 H -1.8396 -2.5974 2.0797  C13 1.093
32 C 4.6714 3.6266 0.1024  C33 1.521, O46 1.425, H47 1.102, H48 1.099
33 C 3.9565 2.3376 0.4767  C32 1.521, N34 1.464, H49 1.094, H50 1.103
34 N 2.5129 2.4508 0.2606  C33 1.464, C35 1.336, C44 1.458
35 C 1.8466 1.4536 -0.3283  N34 1.336, C36 1.390, H51 1.092
36 C 0.4598 1.4287 -0.4157  C35 1.390, C37 1.406, H52 1.088
37 C -0.3031 0.3499 -0.8975  C36 1.406, C38 1.462, H53 1.091
38 C -1.5092 0.6948 -1.6477  C37 1.462, C39 1.418, C43 1.413
39 C -1.9093 -0.0167 -2.8068  C38 1.418, C40 1.393, H54 1.099
40 C -2.9860 0.4306 -3.5686  C39 1.393, C41 1.405, H55 1.091
41 C -3.6787 1.5985 -3.2082  C40 1.405, C42 1.403, H56 1.092
42 C -3.3261 2.2812 -2.0344  C41 1.403, C43 1.396, H57 1.090
43 C -2.2841 1.8026 -1.2383  C38 1.413, C42 1.396, H58 1.093
44 C 1.8162 3.5754 0.8730  N34 1.458, C45 1.523, H59 1.100, H60 1.102
45 C 2.8454 4.6387 1.2327  C44 1.523, O46 1.443, H61 1.099, H62 1.109
46 O 3.8208 4.7673 0.1776  C32 1.425, C45 1.443
47 H 5.5117 3.7840 0.7983  C32 1.102
48 H 5.0646 3.5640 -0.9218  C32 1.099
49 H 4.3111 1.5016 -0.1339  C33 1.094
50 H 4.1571 2.1439 1.5437  C33 1.103
51 H 2.4510 0.6349 -0.7252  C35 1.092
52 H -0.0544 2.3357 -0.1037  C36 1.088
53 H 0.1676 -0.5937 -1.1786  C37 1.091
54 H -1.3157 -0.8898 -3.1106  C39 1.099
55 H -3.2855 -0.1327 -4.4541  C40 1.091
56 H -4.4763 1.9816 -3.8481  C41 1.092
57 H -3.8634 3.1774 -1.7229  C42 1.090
58 H -2.0370 2.3037 -0.2986  C43 1.093
59 H 1.1168 4.0371 0.1609  C44 1.100
60 H 1.2503 3.2459 1.7599  C44 1.102
61 H 2.3703 5.6287 1.2642  C45 1.099
62 H 3.3103 4.3904 2.2087  C45 1.109

Computed properties:
Multiplicity: 1
Total charge: 0
Kohn-Sham gap: 6.3 eV
HOMO level: -6.8945 eV


Record 5
H25O13 | ωB97M-V with the def2-TZVPD basis set

Last columns: bonded neighbours and bond lengths (Å).
Positions of all 38 atoms, in Å:
1 O 24.3220 1.0240 1.0570  H2 0.979
2 H 24.0660 1.5460 1.8450  O1 0.979
3 O 22.6040 2.7580 -0.0690  H4 0.973, H5 0.947
4 H 23.2090 2.1480 0.3880  O3 0.973
5 H 21.9830 2.9380 0.6230  O3 0.947
6 O 21.5640 2.9510 2.5330  H7 0.999, H8 0.969
7 H 20.9920 2.1390 2.4300  O6 0.999
8 H 22.3020 2.6620 3.0900  O6 0.969
9 O 25.0350 3.8500 -0.3350  H10 0.930, H11 0.958
10 H 25.4930 3.0610 -0.5180  O9 0.930
11 H 24.1190 3.5820 -0.2510  O9 0.958
12 O 25.7190 0.7470 -0.9720  H13 0.984, H14 0.925
13 H 25.2250 0.9800 -0.1540  O12 0.984
14 H 25.1720 1.0610 -1.6480  O12 0.925
15 O 25.0130 0.1100 4.8210  H16 0.984, H17 0.969
16 H 24.8620 0.9870 4.4000  O15 0.984
17 H 25.5180 0.3840 5.6010  O15 0.969
18 O 22.2570 0.0810 2.1350  H19 0.937, H20 0.947
19 H 22.4110 -0.8320 1.9920  O18 0.937
20 H 23.0010 0.4940 1.7190  O18 0.947
21 O 23.2320 -0.7670 -0.8570  H22 0.940, H23 0.981
22 H 23.4830 -0.2410 -0.1200  O21 0.940
23 H 22.5310 -0.3530 -1.4050  O21 0.981
24 O 22.0600 0.4890 4.6750  H25 0.979, H26 0.969
25 H 22.2010 0.2320 3.7410  O24 0.979
26 H 22.9120 0.2070 5.0410  O24 0.969
27 O 25.0490 -1.5190 1.8240  H28 0.974, H29 0.952
28 H 24.7300 -1.5650 2.7430  O27 0.974
29 H 24.7680 -0.6350 1.6090  O27 0.952
30 O 25.3790 4.4560 2.5210  H31 0.920, H32 0.976
31 H 26.2350 4.1450 2.6540  O30 0.920
32 H 25.1780 4.1990 1.6010  O30 0.976
33 O 24.0870 2.3990 3.7490  H34 0.942, H35 0.982
34 H 24.4280 3.1950 3.3770  O33 0.942
35 H 23.9000 2.5160 4.7060  O33 0.982
36 O 26.7650 1.3140 2.0120  H37 0.955, H38 0.944
37 H 25.8420 1.1640 1.8170  O36 0.955
38 H 27.1170 1.9370 1.3970  O36 0.944

Computed properties:
Multiplicity: 1
Total charge: -1
Kohn-Sham gap: 9.8 eV
HOMO level: -7.1006 eV